C29H24AuFN6O5 | ωB97M-V with the def2-TZVPD basis set

```
! wB97M-V def2-TZVPD RIJCOSX def2/J DEFGRID3
* xyz 2 1
Au -2.42 0.59 -0.25
C 4.16 -4.60 0.53
C 4.34 -3.59 -0.61
C 5.78 -3.31 -0.98
C 6.52 -2.64 0.18
C 5.74 -1.46 0.69
C 6.36 -0.46 1.39
C 5.63 0.64 1.82
F 6.25 1.59 2.50
C 4.27 0.80 1.56
C 3.62 -0.19 0.86
C 2.17 -0.03 0.55
O 1.61 1.02 0.78
C 1.54 -1.19 -0.09
C 2.32 -2.24 -0.45
N 3.67 -2.32 -0.22
C 4.34 -1.34 0.43
C 0.05 -1.34 -0.37
O -0.28 -2.23 -1.14
O -0.73 -0.57 0.29
H 4.66 -5.53 0.26
H 3.11 -4.81 0.70
H 4.60 -4.23 1.46
H 3.80 -3.94 -1.49
H 5.81 -2.67 -1.86
H 6.26 -4.25 -1.24
H 7.51 -2.31 -0.14
H 6.68 -3.34 1.00
H 7.42 -0.50 1.61
H 3.73 1.68 1.89
H 1.87 -3.08 -0.95
O -6.69 6.35 -0.68
N -5.52 6.63 -0.67
O -5.07 7.75 -0.68
C -4.53 5.51 -0.63
C -3.24 5.87 -0.65
C -2.19 4.90 -0.60
C -0.83 5.24 -0.65
C 0.11 4.24 -0.61
C -0.31 2.91 -0.50
N -1.59 2.58 -0.44
C -2.53 3.55 -0.51
C -3.92 3.16 -0.51
N -4.17 1.84 -0.47
C -5.41 1.39 -0.51
C -6.49 2.26 -0.57
C -6.27 3.62 -0.60
C -4.95 4.12 -0.58
H -2.99 6.92 -0.69
H -0.54 6.28 -0.73
H 1.17 4.46 -0.66
H 0.39 2.10 -0.42
H -5.53 0.31 -0.49
H -7.49 1.87 -0.60
H -7.10 4.30 -0.65
C -3.85 -4.02 1.63
N -3.14 -3.55 0.43
C -2.36 -4.50 -0.37
C -3.32 -2.34 0.01
N -3.52 -1.27 -0.40
H -3.35 -4.91 1.98
H -4.89 -4.26 1.39
H -3.81 -3.26 2.41
H -1.58 -4.93 0.25
H -1.89 -3.96 -1.20
H -3.01 -5.28 -0.75
*
```

Summary:
HOMO energy (alpha / beta): -12.2 / -12.2 eV
ΔE to the lowest compared entry with this formula, charge and spin: 39.8 kcal per mole
F_max: 4.025 eV/Å
Calculated total energy: -2059.15314 a.u.
Orbital gap (alpha / beta): 3.1 / 3.0 eV

Löwdin population analysis, charges in e, atoms 1 to 2: number 1, Au, carries 1.32; number 2, C, carries -0.02